Model A:
Computed, not measured: one molecule with the formula C3H9NS, with the ωB97M-V functional and the def2-TZVPD basis.

Properties
M (g mol⁻¹): 91.18
Kohn-Sham gap (eV): 9.641

XYZ file:
```
14
Properties=species:S:1:pos:R:3:mulliken_charge:R:1
S 1.19 -0.55 -2.37 -0.234
N 0.08 0.99 0.18 -0.412
C -0.38 -0.54 -1.54 -0.422
C -0.27 -0.40 -0.06 -0.563
C -0.19 1.12 1.66 -0.923
H 0.53 -1.11 0.36 0.309
H 1.83 -1.45 -1.36 0.133
H -1.15 -0.89 0.66 0.282
H -0.98 0.22 -2.19 0.289
H -0.88 -1.56 -1.46 0.254
H -1.24 0.75 1.93 0.294
H 0.22 0.22 2.18 0.324
H 1.17 1.17 -0.01 0.288
H 0.06 2.04 2.02 0.380
```



Model B:
Computed, not measured: one molecule with the formula C3H9NS, with the ωB97M-V functional and the def2-TZVPD basis.

Properties
M (g mol⁻¹): 91.18
Kohn-Sham gap (eV): 9.451

XYZ file:
```
14
Properties=species:S:1:pos:R:3:mulliken_charge:R:1
S 0.97 0.79 0.36 -0.085
N -1.17 -0.69 -0.49 -0.249
C -0.81 0.29 0.49 -0.656
C 1.80 -0.65 1.05 -0.785
C -1.74 -0.25 -1.75 -0.873
H -2.76 0.12 -1.73 0.281
H 2.84 -0.34 1.02 0.286
H -1.69 -1.44 -0.07 0.223
H -1.60 -1.02 -2.50 0.309
H 1.59 -1.57 0.53 0.282
H 1.46 -0.75 2.07 0.243
H -1.09 0.57 -2.10 0.306
H -1.34 1.24 0.40 0.293
H -0.98 -0.07 1.50 0.423
```



Which structure above is the least stable? It is model A.